One molecule with the formula C3H3NOS in a non-equilibrium geometry. Source: the OMol25 dataset; level of theory: ωB97M-V/def2-TZVPD.

Gap between HOMO and LUMO, eV: 10.05
Total energy, Eh: -644.23146
ΔE to the lowest compared entry with this formula, charge and spin, kcal/mol: 34.8

ORCA input file:
```
! wB97M-V def2-TZVPD RIJCOSX def2/J DEFGRID3
* xyz 0 1
C -0.608 -0.611 0.004
C 0.130 0.629 -0.005
C 1.400 0.216 -0.022
H -2.417 0.783 -0.012
H -0.100 1.671 0.015
H 2.354 0.680 0.039
N 0.170 -1.674 0.001
O 1.448 -1.147 -0.011
S -2.377 -0.547 -0.009
*
```